Record 1
Density functional theory data (ωB97M-V/def2-TZVPD) for a structure of composition C50H57IInN7Sb2.

The lowest unoccupied orbital energy is 0.2 eV. The calculation puts the largest force on an atom at 0.5 eV/A. Its energy is -89555.468 eV. Its relative energy (zero: lowest compared OMol25 entry of this formula, charge and spin) is 39.16 kJ/mol.

The geometry in XYZ format:
```
118
Properties=species:S:1:pos:R:3:mulliken_charge:R:1
In 1.013 -0.435 1.104 0.890
C 0.316 5.314 2.340 -1.242
N 0.878 4.036 2.771 0.278
C 1.087 3.831 4.198 -1.246
C 1.013 2.962 1.944 -0.376
N 1.167 1.749 2.305 0.462
N 0.991 3.287 0.584 0.473
C 0.618 2.458 -0.455 -0.717
N 0.701 3.068 -1.678 -0.423
N 0.137 1.274 -0.271 1.341
H 1.089 6.053 2.112 0.285
H -0.305 5.715 3.138 0.457
H -0.323 5.187 1.471 0.396
H 1.276 4.795 4.663 0.456
H 1.962 3.204 4.367 0.374
H 0.219 3.368 4.677 0.315
H 1.028 1.607 3.299 -0.216
H 1.344 4.189 0.329 0.451
H 1.439 3.746 -1.793 0.344
H 0.657 2.431 -2.456 0.081
H -0.100 0.832 -1.156 -1.205
C -3.092 2.521 -2.611 -1.297
Sb -3.183 0.867 -1.226 0.404
C -4.739 1.788 -0.046 -1.470
C -4.522 -0.402 -2.435 -1.579
C -4.428 -0.116 -3.913 0.623
C -5.300 0.827 -4.468 -0.471
C -5.236 1.200 -5.802 -0.666
C -4.286 0.614 -6.629 -0.742
C -3.432 -0.344 -6.105 -0.528
C -3.477 -0.730 -4.759 1.066
C -2.518 -1.793 -4.283 -1.839
Sb -0.676 -1.068 -3.349 -0.213
C -0.206 0.409 -4.855 -1.084
C 0.551 -2.572 -4.266 -1.434
H -4.068 3.010 -2.689 0.462
H -2.803 2.167 -3.606 0.181
H -2.346 3.242 -2.254 0.466
H -5.611 2.006 -0.667 0.423
H -4.351 2.721 0.376 0.383
H -5.028 1.127 0.778 0.408
H -5.531 -0.209 -2.065 0.747
H -4.253 -1.431 -2.188 0.277
H -6.044 1.284 -3.821 0.381
H -5.929 1.936 -6.195 0.403
H -4.221 0.888 -7.677 0.398
H -2.712 -0.828 -6.759 0.370
H -2.169 -2.397 -5.121 0.767
H -2.976 -2.460 -3.549 0.648
H -0.364 -0.005 -5.854 0.562
H 0.847 0.692 -4.748 0.329
H -0.831 1.299 -4.740 0.230
H 0.473 -2.489 -5.353 0.530
H 0.203 -3.556 -3.941 0.342
H 1.594 -2.451 -3.956 0.385
I 2.859 -2.947 -0.309 0.169
C 1.037 -3.789 -0.869 0.514
C 1.131 -4.945 -1.591 -0.763
C -0.032 -5.648 -1.966 -0.857
C -1.245 -5.184 -1.563 -0.800
C -1.360 -3.992 -0.797 1.248
C -2.645 -3.593 -0.350 -1.028
C -2.789 -2.480 0.415 -1.286
C -1.663 -1.671 0.699 -0.985
C -0.385 -1.970 0.265 1.292
C -0.206 -3.211 -0.455 -0.271
H 2.103 -5.329 -1.870 0.439
H 0.054 -6.560 -2.549 0.363
H -2.154 -5.729 -1.804 0.409
H -3.498 -4.220 -0.596 0.347
H -3.763 -2.203 0.812 0.452
H -1.840 -0.793 1.309 0.653
C 6.294 -0.724 3.065 -0.727
C 5.013 -0.621 3.588 -0.857
C 3.932 -0.297 2.773 -0.037
C 4.093 -0.074 1.399 0.210
C 5.394 -0.222 0.879 -0.500
C 6.471 -0.528 1.699 -0.599
N 3.000 0.173 0.530 0.884
C 3.198 0.969 -0.604 -0.230
C 2.595 0.624 -1.827 0.101
C 2.766 1.400 -2.968 -1.077
C 3.524 2.564 -2.932 -0.909
C 4.108 2.939 -1.721 -0.953
C 3.945 2.164 -0.579 0.252
H 7.136 -0.970 3.703 0.413
H 4.844 -0.793 4.646 0.462
H 2.945 -0.228 3.212 0.287
H 5.549 -0.101 -0.187 0.407
H 7.458 -0.640 1.260 0.383
H 2.007 -0.287 -1.874 0.115
H 2.314 1.081 -3.903 0.732
H 3.676 3.155 -3.828 0.406
H 4.702 3.848 -1.667 0.384
H 4.402 2.468 0.358 0.612
C -3.179 0.909 4.924 -0.946
C -2.778 1.252 3.639 -1.032
C -1.638 0.697 3.069 0.633
C -0.829 -0.242 3.758 1.371
C -1.280 -0.598 5.051 -1.249
C -2.417 -0.030 5.610 -0.719
N 0.273 -0.840 3.153 0.442
C 1.099 -1.716 3.906 -0.645
C 1.465 -2.951 3.364 -0.261
C 2.367 -3.785 4.019 -0.857
C 2.904 -3.419 5.246 -0.593
C 2.528 -2.201 5.807 -1.091
C 1.645 -1.360 5.145 0.449
H -4.068 1.341 5.368 0.410
H -3.371 1.952 3.056 0.483
H -1.378 0.976 2.059 0.052
H -0.738 -1.345 5.613 0.480
H -2.717 -0.342 6.605 0.409
H 1.025 -3.256 2.422 0.562
H 2.640 -4.731 3.567 0.458
H 3.604 -4.070 5.758 0.393
H 2.945 -1.894 6.762 0.395
H 1.382 -0.399 5.579 0.560
```

***

Record 2
Density functional theory data (ωB97M-V/def2-TZVPD) for the molecule C3H2Cl2.

The lowest unoccupied orbital energy is 0.6 eV. The calculation puts the largest force on an atom at 1.5 eV/A. Its energy is -28185.809 eV. Its relative energy (zero: lowest compared OMol25 entry of this formula, charge and spin) is 23.57 kJ/mol. Its SMILES is C#CC(Cl)Cl.

The geometry in XYZ format:
```
7
Properties=species:S:1:pos:R:3:mulliken_charge:R:1
C -1.223 0.946 -0.716 -0.046
C -0.509 0.047 -0.368 -0.576
C 0.567 -0.678 0.286 0.163
Cl 0.278 -0.438 2.107 -0.156
Cl 2.074 0.110 -0.185 -0.122
H -1.707 1.762 -1.131 0.423
H 0.520 -1.750 0.006 0.314
```

***

Record 3
Density functional theory data (ωB97M-V/def2-TZVPD) for a structure of composition C22H37BCeN6S3.

The lowest unoccupied orbital energy (alpha / beta) is -8.1 / -8.1 eV. Its total charge is +2. The calculation puts the largest force on an atom at 3.9 eV/A. Its energy is -78453.174 eV.

The geometry in XYZ format:
```
70
Properties=species:S:1:pos:R:3:mulliken_charge:R:1
Ce 0.185 -0.555 1.116 0.507
C 5.011 2.472 -0.161 -1.500
C 3.651 3.078 0.275 1.074
C 3.685 4.557 -0.086 -2.078
C 3.448 2.881 1.780 -1.199
N 2.615 2.367 -0.552 0.630
C 1.866 3.012 -1.556 0.006
C 0.962 2.169 -2.056 -1.598
N 1.100 0.908 -1.401 0.671
B 0.019 -0.129 -1.725 -0.714
N 0.356 -1.641 -1.206 0.525
C 1.363 -2.323 -1.903 -1.066
C 1.531 -3.546 -1.409 -0.367
N 0.558 -3.741 -0.407 0.617
C -0.219 -2.602 -0.291 0.237
S -1.703 -2.440 0.488 -0.280
C 0.363 -5.010 0.364 1.019
C 0.244 -4.631 1.858 -1.309
C -0.825 -5.793 -0.224 -1.421
C 1.604 -5.933 0.198 -1.899
N -1.429 0.395 -1.419 1.090
C -2.462 0.141 -2.287 -1.142
C -3.524 0.887 -1.977 -0.391
N -3.260 1.482 -0.739 0.425
C -1.922 1.238 -0.455 0.253
S -1.185 1.860 0.891 -0.430
C -4.262 2.250 0.062 0.832
C -4.291 1.782 1.518 -1.389
C -5.681 2.028 -0.525 -1.950
C -3.914 3.809 -0.135 -1.279
C 2.200 1.047 -0.531 0.393
S 3.001 -0.157 0.349 -0.319
H 5.883 3.019 0.159 0.450
H 5.090 2.434 -1.271 0.353
H 5.102 1.413 0.166 0.386
H 4.415 5.118 0.495 0.472
H 2.699 5.031 0.119 0.454
H 3.920 4.672 -1.122 0.519
H 3.897 3.731 2.328 0.437
H 3.988 1.944 2.129 0.305
H 2.357 2.736 2.066 0.100
H 2.087 4.025 -1.833 0.575
H 0.208 2.284 -2.831 0.602
H -0.012 -0.246 -2.937 -0.090
H 1.971 -1.765 -2.594 0.600
H 2.054 -4.391 -1.812 0.596
H -0.804 -4.341 2.081 0.391
H 0.919 -3.806 2.140 0.138
H 0.629 -5.504 2.381 0.493
H -1.668 -5.143 -0.375 0.411
H -1.186 -6.505 0.496 0.422
H -0.561 -6.304 -1.212 0.316
H 2.557 -5.397 0.407 0.434
H 1.633 -6.468 -0.796 0.411
H 1.523 -6.716 0.965 0.505
H -2.206 -0.357 -3.238 0.502
H -4.482 1.006 -2.464 0.564
H -4.373 0.679 1.585 0.336
H -5.211 2.166 2.026 0.467
H -3.402 2.071 2.092 0.336
H -5.913 0.965 -0.633 0.499
H -5.808 2.457 -1.486 0.481
H -6.383 2.411 0.243 0.440
H -2.882 4.092 0.207 0.253
H -4.665 4.372 0.386 0.483
H -4.014 4.090 -1.221 0.341
C 0.808 -0.880 3.662 -1.096
H -0.016 -0.480 4.299 0.413
H 1.769 -0.318 3.687 0.360
H 0.991 -1.956 3.853 0.395
```

***

Record 4
Density functional theory data (ωB97M-V/def2-TZVPD) for the molecule C5H11NO.

The lowest unoccupied orbital energy is 0.9 eV. The calculation puts the largest force on an atom at 5.3 eV/A. Its energy is -8898.805 eV. Its relative energy (zero: lowest compared OMol25 entry of this formula, charge and spin) is 279.07 kJ/mol. Its SMILES is OC[C@@H]1CCCN1.

The geometry in XYZ format:
```
18
Properties=species:S:1:pos:R:3:mulliken_charge:R:1
O -2.185 -1.482 0.917 -0.520
C -2.009 -0.466 -0.148 -0.689
C -0.471 -0.483 -0.300 0.206
C 0.297 -0.142 1.018 -0.819
C 1.578 0.526 0.539 -0.607
C 1.356 0.988 -0.874 -0.416
N 0.142 0.469 -1.377 -0.457
H -2.317 -1.094 1.830 0.315
H -2.371 0.619 -0.022 0.312
H -2.532 -0.982 -1.049 0.225
H -0.379 -1.437 -0.543 0.328
H 0.586 -1.001 1.478 0.319
H -0.101 0.594 1.628 0.481
H 1.838 1.344 1.110 0.370
H 2.442 -0.164 0.440 0.230
H 1.526 2.074 -0.881 0.235
H 2.328 0.663 -1.527 0.181
H 0.272 -0.027 -2.240 0.307
```

***

Record 5
Density functional theory data (ωB97M-V/def2-TZVPD) for the ion C8H11N2O3S with charge +1.

The lowest unoccupied orbital energy is -4.0 eV. Its total charge is +1. The calculation puts the largest force on an atom at 5.0 eV/A. Its energy is -28425.335 eV. Its relative energy (zero: lowest compared OMol25 entry of this formula, charge and spin) is 0.00 kJ/mol.

The geometry in XYZ format:
```
25
Properties=species:S:1:pos:R:3:mulliken_charge:R:1
C -1.751 1.272 -0.650 -0.327
C -0.702 0.570 1.609 0.571
C -3.520 -0.136 -0.074 0.682
C 0.367 -0.461 -0.405 -1.425
C -1.006 0.189 0.024 1.111
C 1.387 0.164 0.522 1.650
C 2.612 -0.697 0.819 -1.654
C 1.813 1.607 0.156 -1.523
N -3.182 1.065 -0.530 -0.113
N -4.719 -0.477 0.297 -0.305
O -1.302 2.117 -1.328 -0.458
O -1.555 0.797 2.413 -0.568
O 0.529 0.449 1.757 -0.356
S -2.215 -1.183 0.273 -0.256
H 0.350 -1.505 -0.337 0.521
H 0.606 -0.138 -1.525 0.298
H 3.233 -0.068 1.542 0.358
H 3.120 -0.845 -0.051 0.466
H 2.480 -1.743 1.162 0.390
H 2.885 1.875 0.279 0.381
H 1.356 2.268 0.814 0.410
H 1.418 1.853 -0.832 0.349
H -3.861 1.748 -1.008 0.382
H -5.517 0.015 0.163 0.202
H -4.855 -1.185 0.962 0.213
```

***

Record 6
Density functional theory data (ωB97M-V/def2-TZVPD) for the molecule H2IOP.

The lowest unoccupied orbital energy is 0.0 eV. The calculation puts the largest force on an atom at 4.1 eV/A. Its energy is -19468.689 eV. Its relative energy (zero: lowest compared OMol25 entry of this formula, charge and spin) is 95.00 kJ/mol. Its SMILES is OPI.

The geometry in XYZ format:
```
5
Properties=species:S:1:pos:R:3:mulliken_charge:R:1
O 1.062 -0.065 0.832 -0.589
P -0.137 0.930 -0.317 0.168
I -2.086 -0.405 -0.266 0.008
H 0.743 -0.883 1.394 0.309
H 0.418 0.423 -1.643 0.104
```